Entry 1:
Molecular formula: C7H14N2
Method: DFT, ωB97M-V with the def2-TZVPD basis set

```
! RIJCOSX wB97M-V def2-TZVPD def2/J DEFGRID3
* xyz 0 1
C -2.01 1.51 -0.67
C -0.81 1.15 -1.48
N 0.56 1.90 -1.13
N -0.52 0.36 -2.39
H 0.60 2.91 -1.27
H 0.95 1.64 -0.22
H 0.72 1.09 -2.06
H -1.85 1.27 0.39
H -2.87 0.95 -1.03
H -2.23 2.58 -0.74
C 1.73 -1.57 -0.42
C 0.91 -0.98 0.70
C -0.50 -1.41 0.74
C 1.42 -0.10 1.57
C -1.21 -1.62 1.85
H -0.96 -1.58 -0.23
H 1.27 -1.34 -1.39
H 2.75 -1.19 -0.42
H 1.76 -2.66 -0.33
H 2.47 0.18 1.55
H 0.81 0.35 2.35
H -2.24 -1.93 1.80
H -0.77 -1.50 2.84
*
```

## Properties
Relative energy (zero: lowest compared OMol25 entry of this formula, charge and spin) ... 3.7953 eV
LUMO level ... 0.025 Eh
Orbital gap ... 8.8 eV

***

Entry 2:
Molecular formula: C7H14N2
Method: DFT, ωB97M-V with the def2-TZVPD basis set

```
! RIJCOSX wB97M-V def2-TZVPD def2/J DEFGRID3
* xyz 0 1
C 0.20 0.48 0.00
C 0.02 -0.96 -0.11
C -0.25 1.36 -1.14
C -1.26 -1.55 -0.65
N 1.36 0.89 0.65
C 1.29 -1.37 -1.38
C -1.18 0.53 1.41
C -0.81 0.94 2.62
N 2.45 -0.96 -1.62
H 0.42 -1.50 0.74
H 2.06 0.23 0.95
H 1.49 1.89 0.75
H 2.71 -0.11 -1.11
H 0.98 -2.25 -1.96
H -2.24 0.38 1.22
H -1.34 1.46 -1.13
H 0.02 0.97 -2.12
H 0.16 2.37 -1.05
H -1.99 -1.65 0.16
H -1.71 -0.93 -1.43
H -1.09 -2.53 -1.08
H 0.21 1.21 2.85
H -1.52 1.11 3.43
*
```

## Properties
Relative energy (zero: lowest compared OMol25 entry of this formula, charge and spin) ... 3.7389 eV
LUMO level ... 0.036 Eh
Orbital gap ... 8.8 eV

***

Entry 3:
Molecular formula: C7H14N2
Method: DFT, ωB97M-V with the def2-TZVPD basis set

```
! RIJCOSX wB97M-V def2-TZVPD def2/J DEFGRID3
* xyz 0 1
C 1.04 -0.17 2.27
C 0.49 0.71 1.12
C 1.56 0.73 -0.11
C 2.69 1.50 -0.14
N 3.26 1.02 -1.36
C 2.65 -0.03 -1.82
N 1.53 -0.31 -1.07
H 2.07 -0.29 2.45
H 0.53 -1.06 2.22
H 0.70 0.27 3.12
H -0.44 0.42 0.57
H 0.31 1.72 1.27
H 2.90 2.44 0.31
H 4.32 1.26 -1.57
H 3.09 -0.56 -2.62
C -2.55 -0.64 -0.72
C -4.05 -1.22 -0.52
H -2.73 0.44 -0.87
H -2.08 -0.74 0.32
H -2.16 -1.30 -1.51
H -4.78 -0.52 -0.87
H -4.22 -1.48 0.55
H -4.13 -2.18 -1.03
*
```

## Properties
Relative energy (zero: lowest compared OMol25 entry of this formula, charge and spin) ... 2.3302 eV
LUMO level ... 0.031 Eh
Orbital gap ... 9.6 eV

***

Entry 4:
Molecular formula: C7H14N2
Method: DFT, ωB97M-V with the def2-TZVPD basis set

```
! RIJCOSX wB97M-V def2-TZVPD def2/J DEFGRID3
* xyz 1 2
C 1.02 1.52 0.44
C 2.38 1.05 1.03
C 0.89 1.24 -0.98
C -0.04 0.39 -1.66
C 1.32 1.38 -3.06
N 1.71 1.80 -1.92
N 0.25 0.43 -2.93
H 0.15 1.19 1.00
H 0.90 2.61 0.58
H 3.07 1.88 1.04
H -0.84 -0.25 -1.33
H 1.62 1.62 -4.08
H -0.38 0.11 -3.65
H 2.76 0.19 0.48
H 2.21 0.72 2.06
C -2.17 -2.03 2.37
C -2.08 -2.00 0.85
H -1.68 -2.88 2.80
H -1.71 -1.15 2.82
H -3.19 -1.98 2.77
H -1.04 -2.23 0.60
H -2.38 -1.01 0.46
H -2.81 -2.63 0.33
*
```

## Properties
Relative energy (zero: lowest compared OMol25 entry of this formula, charge and spin) ... 0.2687 eV
Expectation value of S² ... 0.7595
LUMO level (alpha / beta) ... -0.134 / -0.282 Eh
Orbital gap (alpha / beta) ... 10.9 / 6.8 eV

***

Entry 5:
Molecular formula: C7H14N2O3
Method: DFT, ωB97M-V with the def2-TZVPD basis set

```
! RIJCOSX wB97M-V def2-TZVPD def2/J DEFGRID3
* xyz 0 1
C -0.59 -2.54 0.53
C 0.04 -1.43 -0.27
C 1.56 -1.70 -0.55
C 0.05 0.04 0.50
N 0.93 -0.06 1.74
O 1.89 0.73 1.72
C 0.17 1.35 -0.35
C -0.09 2.53 0.50
C -0.53 1.37 -1.72
N -1.27 0.19 1.14
O -2.27 0.22 0.41
O -1.28 0.38 2.32
H -0.32 -3.47 0.08
H -1.61 -2.37 0.32
H -0.45 -2.64 1.68
H -0.48 -1.20 -1.31
H 1.93 -2.39 0.34
H 1.72 -2.34 -1.45
H 2.17 -0.77 -0.69
H 1.25 1.28 -0.66
H -1.12 2.79 0.12
H 0.50 3.39 0.37
H -0.05 2.38 1.58
H -0.10 2.20 -2.35
H -1.65 1.62 -1.67
H -0.37 0.45 -2.34
*
```

## Properties
Relative energy (zero: lowest compared OMol25 entry of this formula, charge and spin) ... 7.7169 eV
LUMO level ... -0.020 Eh
Orbital gap ... 9.1 eV

***

Entry 6:
Molecular formula: C7H14N2O3
Method: DFT, ωB97M-V with the def2-TZVPD basis set

```
! RIJCOSX wB97M-V def2-TZVPD def2/J DEFGRID3
* xyz 0 1
C -0.39 2.49 -0.08
C -2.26 0.62 -0.14
C 2.07 -1.33 -1.25
C -0.04 -2.40 -0.08
C -0.70 1.05 -0.52
C 0.56 -1.25 -0.93
C 0.22 0.00 -0.05
N 0.80 0.13 1.10
N 0.12 1.13 2.44
O 1.71 -0.53 1.59
O -0.98 0.88 2.70
O 0.88 1.88 2.92
H -1.04 3.05 -0.64
H 0.57 2.80 -0.60
H -0.56 2.64 0.99
H -2.90 1.16 -0.76
H -2.30 0.69 0.94
H -2.27 -0.39 -0.28
H 2.67 -1.45 -0.31
H 2.18 -2.27 -1.79
H 2.48 -0.65 -1.98
H 0.42 -2.44 0.86
H -1.11 -2.29 -0.02
H 0.22 -3.37 -0.66
H -0.44 1.00 -1.61
H 0.11 -1.16 -1.83
*
```

## Properties
Relative energy (zero: lowest compared OMol25 entry of this formula, charge and spin) ... 8.5568 eV
LUMO level (alpha / beta) ... 0.001 / 0.001 Eh
Orbital gap (alpha / beta) ... 8.9 / 8.9 eV

***

Entry 7:
Molecular formula: C7H14N2O4
Method: DFT, ωB97M-V with the def2-TZVPD basis set

```
! RIJCOSX wB97M-V def2-TZVPD def2/J DEFGRID3
* xyz 2 1
C -4.67 0.85 0.00
C -3.33 1.01 0.25
C -3.74 -1.00 -0.54
C 4.35 0.62 -0.04
C 0.85 -0.78 0.51
C 2.72 -0.49 -1.10
C -0.59 -0.39 0.91
N -4.94 -0.42 -0.38
N -2.83 -0.16 -0.13
O 3.45 1.46 0.57
O 1.65 0.11 -0.38
O 3.82 -0.59 -0.35
O -1.38 -0.56 -0.26
H -5.56 1.61 0.24
H -2.78 1.88 0.43
H -3.53 -1.91 -0.91
H 4.87 1.11 -1.00
H 5.23 0.33 0.49
H 0.74 -1.83 0.12
H 1.44 -0.90 1.39
H 2.55 -1.46 -1.52
H 3.06 0.11 -2.08
H -0.89 0.64 1.40
H -0.79 -1.13 1.77
H -5.73 -0.88 -0.92
H 3.76 1.83 1.49
H 2.26 0.96 0.04
*
```

## Properties
Relative energy (zero: lowest compared OMol25 entry of this formula, charge and spin) ... 0.0000 eV
LUMO level ... -0.219 Eh
Orbital gap ... 11.2 eV

***

Entry 8:
Molecular formula: C7H14N2O6S
Method: DFT, ωB97M-V with the def2-TZVPD basis set

```
! RIJCOSX wB97M-V def2-TZVPD def2/J DEFGRID3
* xyz 0 1
N -2.84 3.06 1.62
C -1.59 2.38 1.36
C -1.24 2.51 -0.14
C -0.10 1.63 -0.60
O 0.86 2.00 -1.22
O -0.30 0.34 -0.26
C -0.43 2.91 2.20
O -0.48 3.91 2.87
O 0.66 2.14 2.10
H -3.14 2.85 2.57
H -2.66 4.07 1.62
H -1.71 1.31 1.58
H -0.99 3.54 -0.39
H -2.14 2.23 -0.69
H 0.48 -0.14 -0.58
H 1.36 2.57 2.62
N 1.91 -3.90 -0.94
C 1.12 -2.68 -0.82
C 1.23 -1.85 -2.10
S 2.91 -1.22 -2.41
C -0.33 -3.04 -0.58
O -1.29 -2.55 -1.13
O -0.45 -3.98 0.39
H 2.88 -3.64 -1.09
H 1.85 -4.43 -0.08
H 1.42 -2.04 0.04
H 0.51 -1.02 -2.08
H 0.98 -2.48 -2.95
H 2.92 -0.30 -1.43
H -1.40 -4.15 0.49
*
```

## Properties
LUMO level ... 0.013 Eh
Orbital gap ... 9.8 eV

***

no.,E_tot (eV)
1,-10462.572
2,-10462.628
3,-10464.037
4,-10457.815
5,-16602.264
6,-16601.424
7,-18634.392
8,-33587.920